Below is an isolated molecule of C7H8S at a distorted geometry, with properties calculated with ωB97M-V/def2-TZVPD.

For the relative energy (zero: lowest compared OMol25 entry of this formula, charge and spin), the calculation gives 57.4 kcal per mole. As for the charge: 0. As for the LUMO energy: 1.01 eV. For the gap between HOMO and LUMO, the calculation gives 9.46 eV. Its structure (SMILES) is C1=C[C@H]2SCC=C2C1. The spin multiplicity is 1.

```
16
Properties=species:S:1:pos:R:3:nbo_charge:R:1
C 1.0074 1.9120 -0.8777 -0.1588
C 0.5385 1.8195 0.4055 -0.1615
C 0.4438 0.3412 0.8561 -0.3307
S -0.7896 -0.1697 2.2614 0.1439
C -1.2545 -1.6164 1.1985 -0.5609
C -0.8018 -1.3342 -0.2346 -0.1863
C 0.0465 -0.2994 -0.3248 -0.0211
C 0.6347 0.4402 -1.5652 -0.4376
H 1.0380 2.7288 -1.4477 0.1951
H 0.4569 2.5173 1.1447 0.2044
H 1.2825 -0.0644 1.2414 0.2194
H -0.6809 -2.5998 1.4360 0.2067
H -2.2936 -2.0684 1.2303 0.2319
H -1.1793 -2.0671 -0.9531 0.2191
H 0.0530 0.6590 -2.4058 0.2207
H 1.4985 -0.1985 -1.9651 0.2157
```

Below is an isolated molecule of C4H9NO2, with properties calculated with ωB97M-V/def2-TZVPD.

For the relative energy (zero: lowest compared OMol25 entry of this formula, charge and spin), the calculation gives 74.6 kcal per mole. As for the charge: 0. As for the LUMO energy: 0.95 eV. For the gap between HOMO and LUMO, the calculation gives 10.60 eV. Its structure (SMILES) is COC/C(C)=N\O. The spin multiplicity is 1.

```
16
Properties=species:S:1:pos:R:3:nbo_charge:R:1
C 1.9726 0.6246 -0.2069 -0.2582
O 1.4011 -0.1099 0.8575 -0.5356
C 0.0580 0.1960 1.1678 -0.1266
C -0.8890 -0.2871 0.0875 0.1920
C -1.1163 -1.7658 -0.0152 -0.6507
N -1.4498 0.4592 -0.7844 -0.1344
O -1.1489 1.8090 -0.6037 -0.5859
H 1.8653 0.1011 -1.1689 0.1709
H 1.5309 1.6256 -0.3059 0.1819
H 3.0378 0.7203 0.0252 0.1900
H -0.0866 1.2659 1.3524 0.1968
H -0.1474 -0.3426 2.1004 0.1983
H -1.6595 -2.1428 0.8613 0.2202
H -0.1480 -2.2767 -0.0434 0.2294
H -1.6798 -2.0138 -0.9168 0.2327
H -1.5769 2.2188 -1.3637 0.4793
```

Below is a cluster of 2 separate species, C2H3BrO in total at a distorted geometry, with properties calculated with ωB97M-V/def2-TZVPD.

For the relative energy (zero: lowest compared OMol25 entry of this formula, charge and spin), the calculation gives 136.2 kcal per mole. As for the charge: 0. As for the LUMO energy (alpha / beta): -0.64 / -0.95 eV. For the gap between HOMO and LUMO (alpha / beta), the calculation gives 8.61 / 9.35 eV. The spin multiplicity is 1.

```
7
Properties=species:S:1:pos:R:3:nbo_charge:R:1
C -0.3141 0.4503 -0.6921 -0.1725
C -1.1926 0.2250 0.4548 0.1524
O -0.7089 1.4483 0.2855 -0.4606
Br -2.9493 -0.1198 0.0217 0.0830
H 0.6914 0.0884 -0.5162 0.1977
H -0.6879 0.6642 -1.6301 0.1962
H 0.0243 -0.9431 2.0356 0.0038
```

Below is an isolated molecule of C14H16N2O3S2, with properties calculated with ωB97M-V/def2-TZVPD.

For the relative energy (zero: lowest compared OMol25 entry of this formula, charge and spin), the calculation gives 28.2 kcal per mole. As for the charge: 0. As for the LUMO energy: 0.62 eV. For the gap between HOMO and LUMO, the calculation gives 8.37 eV. Its structure (SMILES) is COc1ccc(NC(=O)CSc2nc(C)cs2)c(OC)c1. The spin multiplicity is 1.

```
37
Properties=species:S:1:pos:R:3:nbo_charge:R:1
C 2.9299 3.5256 4.3249 -0.2510
O 3.2956 2.6177 3.3139 -0.4952
C 2.3517 2.2556 2.3993 0.3095
C 1.0411 2.7056 2.3767 -0.3250
C 0.1766 2.2559 1.3909 -0.1804
C 0.5971 1.3665 0.4180 0.0535
N -0.2454 0.8862 -0.5954 -0.6246
C -1.3657 1.4806 -1.0607 0.6650
O -1.8343 2.5234 -0.6594 -0.6139
C -2.0283 0.6989 -2.1921 -0.6088
S -3.1837 -0.5498 -1.5303 0.3248
C -2.0912 -1.8546 -1.2100 -0.1068
N -0.8153 -1.8247 -1.3996 -0.5287
C -0.2236 -3.0104 -1.0769 0.1466
C 1.2494 -3.1472 -1.2362 -0.6356
C -1.0808 -3.9630 -0.6288 -0.4541
S -2.7069 -3.3759 -0.6007 0.4117
C 1.9321 0.9163 0.4343 0.3658
O 2.2886 0.0504 -0.5661 -0.5242
C 3.6498 -0.2878 -0.6929 -0.2555
C 2.7895 1.3582 1.4218 -0.3554
H 3.8249 3.6708 4.9281 0.1985
H 2.6153 4.4869 3.9066 0.1769
H 2.1300 3.1242 4.9550 0.1762
H 0.6726 3.4015 3.1118 0.2204
H -0.8387 2.6136 1.3680 0.2510
H 0.0422 0.0084 -1.0226 0.4467
H -1.3127 0.1789 -2.8254 0.2476
H -2.6517 1.3765 -2.7739 0.2572
H 1.5885 -4.0944 -0.8275 0.2183
H 1.7443 -2.3257 -0.7246 0.2339
H 1.5147 -3.0962 -2.2913 0.2238
H -0.8624 -4.9625 -0.3144 0.2407
H 3.7239 -0.8828 -1.6022 0.2000
H 4.2734 0.6051 -0.7930 0.1858
H 3.9999 -0.8807 0.1584 0.1780
H 3.8164 1.0370 1.4722 0.2274
```

Below is an isolated molecule of C3H2ClFOS at a distorted geometry, with properties calculated with ωB97M-V/def2-TZVPD.

For the relative energy (zero: lowest compared OMol25 entry of this formula, charge and spin), the calculation gives 61.0 kcal per mole. As for the charge: 0. As for the LUMO energy: -2.14 eV. For the gap between HOMO and LUMO, the calculation gives 7.26 eV. Its structure (SMILES) is O=CC(=S)[C@@H](F)Cl. The spin multiplicity is 1.

```
9
Properties=species:S:1:pos:R:3:nbo_charge:R:1
O -0.3411 -0.8447 -2.3159 -0.4423
C 0.3459 -0.9262 -1.1742 0.2747
C -0.3705 -0.1297 -0.2135 -0.2204
S -2.0529 0.0714 -0.2385 0.1680
C 0.2890 0.2190 1.1778 0.1351
F 0.6724 -0.9758 1.7717 -0.3296
Cl 1.5953 1.1617 0.4000 -0.0181
H 1.2859 -1.2939 -0.9491 0.1850
H -0.4698 0.9630 1.8054 0.2475
```

Below is a cluster of 16 separate species, C48H112N16O16 in total at a distorted geometry, with properties calculated with ωB97M-V/def2-TZVPD.

For the relative energy (zero: lowest compared OMol25 entry of this formula, charge and spin), the calculation gives 385.3 kcal per mole. As for the charge: 0. As for the LUMO energy: -0.62 eV. For the gap between HOMO and LUMO, the calculation gives 8.35 eV. The spin multiplicity is 1.

```
192
Properties=species:S:1:pos:R:3:mulliken_charge:R:1
C 0.6863 4.5117 7.7531 0.2184
O 1.2277 5.3038 8.5451 -0.6032
N 0.8929 3.2091 7.4925 0.2240
C 0.1271 2.5419 6.4202 -0.0808
C 1.6789 2.4708 8.4495 -1.0440
H 0.1215 4.8401 6.8669 0.2377
H -0.4729 3.2899 5.9017 -0.5841
H -0.5942 1.8660 6.8796 0.5394
H 0.7505 1.9059 5.7918 -0.0972
H 1.0852 1.8919 9.1569 0.3961
H 2.3326 1.6658 8.1139 0.2697
H 2.3367 3.1021 9.0469 0.3622
C -1.5230 -1.7269 -9.2128 0.1720
O -1.4072 -1.9006 -10.4468 -0.6536
N -2.6692 -1.8610 -8.5578 0.0563
C -2.6563 -1.6415 -7.0588 -0.6566
C -4.0146 -2.1759 -9.1204 -0.8749
H -0.6250 -1.4602 -8.6342 0.3095
H -1.7565 -1.6361 -6.4436 0.3068
H -3.3510 -2.4365 -6.7877 0.0354
H -3.1290 -0.6604 -7.0125 0.3750
H -4.0084 -2.8388 -9.9856 0.3289
H -4.6394 -2.6366 -8.3552 0.2864
H -4.5544 -1.2584 -9.3547 0.3197
C 0.1438 2.2222 -7.2288 0.2184
O -0.8502 2.4600 -7.9350 -0.7050
N 1.3888 2.4200 -7.6220 0.0805
C 2.6503 2.1024 -6.8880 -0.5793
C 1.6578 2.9748 -9.0081 -1.0360
H 0.0878 1.6334 -6.3001 0.3269
H 3.5384 2.4618 -7.4078 0.4384
H 2.6994 1.0197 -7.0040 0.4659
H 2.6985 2.1977 -5.8033 -0.2326
H 2.4353 2.3824 -9.4906 0.3616
H 0.8105 2.9568 -9.6936 0.3143
H 2.1134 3.9496 -8.8345 0.3502
C -5.8441 -1.9965 -3.9807 0.0804
O -6.5879 -2.4293 -4.8598 -0.5990
N -4.7268 -2.5262 -3.4347 0.2381
C -4.0998 -3.6988 -4.0459 -1.1274
C -4.1617 -1.7997 -2.2382 -0.6051
H -5.9934 -0.9649 -3.6262 0.3346
H -3.0224 -3.8512 -3.9828 0.3376
H -4.5235 -3.9866 -5.0081 0.3447
H -4.4769 -4.5533 -3.4840 0.3806
H -4.3681 -2.4463 -1.3853 0.3146
H -3.0747 -1.7183 -2.2414 -0.0666
H -4.6743 -0.8592 -2.0366 0.3964
C -3.0726 4.6868 2.1922 -0.0384
O -3.0685 5.9200 2.0752 -0.6817
N -3.0940 4.1123 3.4185 0.2685
C -3.3265 2.7127 3.6741 -1.0862
C -3.0204 4.8895 4.5931 -0.4139
H -3.1475 4.0261 1.3147 0.5666
H -2.9405 2.4155 4.6492 0.2041
H -2.6864 2.0923 3.0468 0.3948
H -4.3738 2.5108 3.4492 0.3777
H -2.2798 4.3596 5.1921 -0.2113
H -2.9050 5.9691 4.4972 0.3133
H -3.9106 4.9117 5.2217 0.3409
C -4.4244 -0.6858 8.0936 0.0967
O -5.2748 -0.8108 9.0199 -0.6141
N -4.5976 -0.2575 6.8588 0.1414
C -3.6389 -0.2377 5.7557 -0.4503
C -5.9217 0.1665 6.3643 -0.9771
H -3.4642 -1.2104 8.2160 0.3551
H -3.8067 0.4590 4.9343 -0.0420
H -3.5617 -1.2609 5.3882 0.3401
H -2.6236 0.0282 6.0501 0.1850
H -6.4021 -0.6986 5.9071 0.3402
H -6.5238 0.5527 7.1868 0.3779
H -5.8095 1.0661 5.7592 0.2745
C 1.8554 -4.9958 -3.5186 0.1700
O 2.6847 -5.8587 -3.5800 -0.5763
N 1.2028 -4.6117 -2.3548 0.1276
C -0.0797 -3.9035 -2.3859 -0.4185
C 1.6156 -5.1334 -1.0104 -1.0061
H 1.4592 -4.3041 -4.2780 0.3236
H -0.0307 -3.2354 -1.5261 -0.0250
H -0.9792 -4.5140 -2.4650 0.3036
H -0.1598 -3.4402 -3.3693 0.1470
H 1.9271 -4.2571 -0.4420 0.3098
H 0.7519 -5.4977 -0.4543 0.3024
H 2.3330 -5.9473 -0.9047 0.3389
C -6.2745 -7.7934 0.6388 0.0951
O -6.6119 -8.9075 0.7095 -0.5073
N -4.9661 -7.3845 0.5355 0.1013
C -4.6262 -6.0070 0.8296 -0.8152
C -3.8179 -8.2464 0.1564 -0.7759
H -6.9702 -6.9646 0.8418 0.2793
H -4.0421 -5.5892 0.0097 0.3094
H -4.0630 -6.0514 1.7618 0.1434
H -5.4732 -5.4169 1.1797 0.3374
H -3.3259 -7.9318 -0.7640 0.2588
H -3.1888 -8.1113 1.0362 0.2636
H -3.8917 -9.3170 -0.0345 0.3036
C 1.5396 4.2675 -3.2669 0.0068
O 0.6903 3.7095 -2.5747 -0.3882
N 2.7522 3.7627 -3.5230 0.4758
C 3.6992 4.3380 -4.4362 -0.9428
C 3.3094 2.5277 -2.9783 -0.3893
H 1.3244 5.1961 -3.8179 0.2768
H 3.9858 3.7665 -5.3190 0.2079
H 4.6101 4.5680 -3.8834 0.3326
H 3.3107 5.2217 -4.9426 0.3520
H 2.5690 1.8394 -2.5707 -0.3086
H 3.7176 1.8444 -3.7230 0.1119
H 4.0662 2.6061 -2.1978 0.3840
C -0.8054 -6.7648 4.6286 0.1648
O -0.9491 -6.9374 5.8829 -0.6392
N -1.3267 -5.6986 4.0288 0.2865
C -1.0579 -5.5148 2.6581 -0.7922
C -2.2441 -4.7669 4.6639 -0.6131
H -0.1697 -7.3550 3.9506 0.2688
H -0.1946 -6.0711 2.2927 0.3336
H -0.8638 -4.4977 2.3177 0.1645
H -1.8988 -5.9018 2.0826 0.1966
H -2.6609 -5.1805 5.5822 0.3868
H -1.7223 -3.8106 4.6986 0.0222
H -3.1800 -4.6378 4.1203 0.2435
C -2.6058 3.0426 -1.7761 0.1276
O -2.7785 2.3108 -0.7593 -0.7189
N -2.5086 2.6328 -3.0419 0.4044
C -2.1662 3.6789 -4.0903 -0.6369
C -2.4870 1.2149 -3.3502 -0.5674
H -2.6717 4.1405 -1.7268 0.2505
H -2.2169 4.7241 -3.7851 0.3160
H -2.7746 3.5096 -4.9787 0.3670
H -1.1822 3.5021 -4.5246 -0.0025
H -3.4111 0.9736 -3.8754 0.3674
H -1.5938 0.9702 -3.9251 0.1373
H -2.4375 0.6651 -2.4103 -0.0801
C 0.2707 -0.3563 -1.8829 -0.1431
O -0.4181 -1.2465 -2.4415 -0.4931
N 0.4293 -0.2697 -0.5415 0.3699
C 0.9446 0.8600 0.1990 -0.5829
C -0.2545 -1.1597 0.4874 -0.8245
H 0.8578 0.4399 -2.3662 0.4514
H 0.2087 1.3228 0.8566 -0.0168
H 1.2064 1.6429 -0.5128 0.0843
H 1.7310 0.6656 0.9283 0.2578
H -1.1559 -1.5203 -0.0080 0.2491
H 0.3612 -2.0460 0.6405 0.1548
H -0.4196 -0.6566 1.4402 0.2078
C 0.4922 -0.5711 4.4347 0.2198
O -0.0617 0.3415 3.7812 -0.3111
N 1.7701 -0.4606 4.8128 0.5433
C 2.6585 0.5967 4.4346 -0.9362
C 2.3929 -1.5077 5.5526 -1.0902
H 0.0512 -1.5526 4.6681 -0.0335
H 3.3439 0.2023 3.6845 0.9269
H 3.2405 0.8343 5.3250 0.3132
H 2.0656 1.3887 3.9771 -0.5180
H 3.4288 -1.7135 5.2829 0.3275
H 2.4441 -1.3924 6.6353 0.3578
H 1.9161 -2.4729 5.3822 0.3074
C 1.6674 4.6674 0.7750 -0.0430
O 2.9028 4.7695 0.4593 -0.6806
N 1.2842 4.3531 2.0814 0.3292
C -0.0249 3.7729 2.2031 -0.1002
C 2.1402 4.4517 3.2712 -0.5528
H 0.8198 4.6695 0.0724 0.4246
H 0.0592 2.6899 2.2927 -0.3054
H -0.6277 3.8934 1.3030 -0.0499
H -0.5725 4.1730 3.0564 0.4718
H 1.8001 5.2945 3.8730 0.3058
H 2.2722 3.5028 3.7910 -0.0219
H 3.1941 4.6715 3.1008 0.3075
C 5.7650 2.2830 2.9460 0.3101
O 5.3572 3.4505 2.8872 -0.6424
N 7.0405 1.9503 3.2816 0.1237
C 7.3771 0.5174 3.3687 -0.9873
C 8.1640 2.8798 3.5531 -0.9919
H 5.1547 1.3845 2.7658 0.2021
H 6.5338 -0.0797 3.7157 0.2600
H 8.1771 0.3085 4.0789 0.3837
H 7.9027 0.0316 2.5466 0.3269
H 8.4846 3.0075 4.5870 0.3313
H 9.1377 2.5952 3.1544 0.3793
H 7.9879 3.8689 3.1302 0.3141
C 6.1787 1.0742 -5.2545 0.0469
O 5.2125 0.3927 -5.6877 -0.5882
N 6.4938 1.2586 -3.9243 0.4083
C 7.7627 1.9430 -3.6081 -0.9787
C 5.8582 0.3088 -2.9822 -1.1927
H 6.7811 1.7489 -5.8822 0.2728
H 8.1962 2.4311 -4.4810 0.2935
H 8.5388 1.1859 -3.4962 0.3871
H 7.6808 2.5546 -2.7096 0.2876
H 6.5761 -0.3656 -2.5154 0.3393
H 5.4697 0.7644 -2.0714 0.3516
H 4.9715 -0.2617 -3.2583 0.4234
```

Below is a cluster of 2 separate species, C4H14N2O2 in total at a distorted geometry, with properties calculated with ωB97M-V/def2-TZVPD.

For the relative energy (zero: lowest compared OMol25 entry of this formula, charge and spin), the calculation gives 22.7 kcal per mole. As for the charge: +2. As for the LUMO energy: -6.88 eV. For the gap between HOMO and LUMO, the calculation gives 10.77 eV. The spin multiplicity is 1.

```
22
Properties=species:S:1:pos:R:3:nbo_charge:R:1
O -0.7463 1.9001 -0.2628 -0.4592
C -0.4822 1.1159 -1.1062 0.4723
C 0.3611 -0.1891 -0.6479 -0.1596
C -0.2823 -1.1611 0.3110 -0.4624
C -0.7379 -0.3392 1.5117 -0.2104
N -1.0512 -1.1699 2.7673 -0.6616
N 0.7056 -0.7405 -2.0109 -0.6887
H -0.7456 1.0659 -2.1567 0.1363
H 1.2589 0.2997 -0.2569 0.2690
H 0.6110 -1.7516 0.6695 0.2499
H -1.1790 -1.6744 -0.1105 0.2579
H -1.6502 0.1600 1.2817 0.2485
H -0.0010 0.3943 1.8497 0.2498
H -1.8257 -1.8485 2.5757 0.4556
H -1.3508 -0.5964 3.5262 0.4569
H -0.2456 -1.6448 3.1049 0.4427
H -0.1110 -0.9095 -2.6606 0.4546
H 1.2049 -1.5944 -2.0374 0.4499
H 1.3226 -0.0215 -2.5064 0.4747
H 1.0775 3.4344 -1.0245 0.5155
H 2.4314 2.6557 -1.4539 0.5073
O 1.4358 2.6147 -1.3633 -0.9992
```

Below is an isolated molecule of C3H3NO2S at a distorted geometry, with properties calculated with ωB97M-V/def2-TZVPD.

For the relative energy (zero: lowest compared OMol25 entry of this formula, charge and spin), the calculation gives 101.1 kcal per mole. As for the charge: 0. As for the LUMO energy: -1.84 eV. For the gap between HOMO and LUMO, the calculation gives 8.89 eV. Its structure (SMILES) is N#CCC=S(=O)=O. The spin multiplicity is 1.

```
10
Properties=species:S:1:pos:R:3:nbo_charge:R:1
N -1.6799 -2.4337 0.2224 -0.2890
C -1.0100 -1.5242 0.0455 0.2706
C -0.1842 -0.4342 -0.3530 -0.5752
C 0.8577 0.0098 0.5662 -0.5590
S 2.3746 -0.4166 0.0564 2.0357
O 3.5917 -0.1173 0.8057 -0.8294
O 2.5439 -0.3173 -1.3387 -0.8723
H -0.7758 0.4400 -0.5492 0.2718
H 0.1794 -0.8387 -1.2513 0.2874
H 0.6686 -0.2844 1.6322 0.2594
```

What did the fifth record say?
Below is an isolated molecule of C3H2ClFOS at a distorted geometry, with properties calculated with ωB97M-V/def2-TZVPD.

For the relative energy (zero: lowest compared OMol25 entry of this formula, charge and spin), the calculation gives 61.0 kcal per mole. As for the charge: 0. As for the LUMO energy: -2.14 eV. For the gap between HOMO and LUMO, the calculation gives 7.26 eV. Its structure (SMILES) is O=CC(=S)[C@@H](F)Cl. The spin multiplicity is 1.

```
9
Properties=species:S:1:pos:R:3:nbo_charge:R:1
O -0.3411 -0.8447 -2.3159 -0.4423
C 0.3459 -0.9262 -1.1742 0.2747
C -0.3705 -0.1297 -0.2135 -0.2204
S -2.0529 0.0714 -0.2385 0.1680
C 0.2890 0.2190 1.1778 0.1351
F 0.6724 -0.9758 1.7717 -0.3296
Cl 1.5953 1.1617 0.4000 -0.0181
H 1.2859 -1.2939 -0.9491 0.1850
H -0.4698 0.9630 1.8054 0.2475
```